DFT (ωB97M-V with the def2-TZVPD basis set) results for C39H28N10O8Y as an isolated structure.

## Properties
Kohn-Sham gap: 0.226 Ha
energy above the lowest of the compared OMol25 structures with the same formula, charge and spin: 0.116 eV
charge: +1
HOMO energy: -10.150 eV
LUMO: -3.995 eV

Each line ends with the Löwdin charge.
Element x y z (Å)
Y 0.129 0.526 0.418  1.566
O -6.811 0.788 2.297  -0.006
C -6.125 1.812 2.222  -0.689
O -6.380 3.019 2.285  -0.006
C -4.604 1.517 2.036  -0.052
C -4.138 0.213 1.971  0.076
C -2.810 -0.020 1.659  -0.185
N -1.959 0.994 1.416  0.034
C -2.381 2.261 1.582  -0.207
C -3.692 2.554 1.912  0.067
C -1.329 3.303 1.463  -0.209
C -1.608 4.660 1.595  0.021
C -0.559 5.564 1.566  -0.021
C 0.735 5.094 1.409  -0.023
C 0.924 3.733 1.239  -0.101
N -0.081 2.858 1.242  0.019
C -2.209 -1.381 1.711  -0.202
C -2.995 -2.510 1.913  0.025
C -2.378 -3.727 2.146  -0.016
C -0.994 -3.784 2.165  -0.026
C -0.289 -2.630 1.877  -0.110
N -0.868 -1.453 1.633  0.044
H -4.862 -0.565 2.166  0.120
H -4.076 3.554 2.058  0.121
H -2.621 5.000 1.741  0.120
H -0.752 6.622 1.681  0.123
H 1.584 5.762 1.412  0.117
H 1.916 3.323 1.100  0.104
H -4.071 -2.434 1.917  0.121
H -2.971 -4.613 2.327  0.124
H -0.466 -4.701 2.381  0.118
H 0.792 -2.647 1.843  0.099
C -2.401 1.663 -1.744  -0.099
N -1.023 2.106 -1.523  -0.082
C -0.175 1.972 -2.712  -0.102
C 1.255 2.057 -2.287  -0.293
N 1.661 1.705 -1.087  0.055
C 3.039 1.932 -1.075  -0.219
C 3.975 1.782 -0.052  -0.012
C 5.285 2.104 -0.341  -0.052
C 5.665 2.572 -1.607  -0.061
C 4.747 2.745 -2.623  0.003
C 3.430 2.417 -2.325  -0.168
N 2.261 2.494 -3.068  0.199
C -2.393 0.169 -1.774  -0.305
N -1.432 -0.549 -1.233  0.080
C -1.739 -1.873 -1.553  -0.211
C -1.037 -3.053 -1.321  -0.025
C -1.604 -4.231 -1.759  -0.060
C -2.841 -4.252 -2.420  -0.061
C -3.536 -3.090 -2.683  0.005
C -2.952 -1.908 -2.246  -0.168
N -3.332 -0.582 -2.380  0.204
H -2.838 2.056 -2.670  0.141
H -3.019 2.013 -0.914  0.127
H -1.023 3.073 -1.213  0.126
H -0.395 2.723 -3.480  0.141
H -0.348 0.986 -3.153  0.135
H 3.686 1.448 0.935  0.104
H 6.036 2.001 0.428  0.115
H 6.703 2.812 -1.787  0.113
H 5.039 3.118 -3.593  0.119
H 2.175 2.803 -4.022  0.179
H -0.078 -3.050 -0.823  0.092
H -1.082 -5.164 -1.596  0.113
H -3.249 -5.198 -2.745  0.113
H -4.479 -3.101 -3.211  0.121
H -4.172 -0.237 -2.816  0.182
O 3.096 -0.206 3.583  0.124
C 2.552 -0.342 2.516  -0.592
O 1.595 0.390 2.026  -0.197
C 2.962 -1.473 1.575  -0.107
C 3.557 -2.651 2.013  0.097
C 3.730 -3.678 1.100  -0.089
C 3.357 -3.597 -0.234  0.105
C 2.798 -2.398 -0.641  -0.114
C 2.617 -1.350 0.244  -0.003
N 2.382 -2.210 -2.033  -0.334
O 2.702 -3.045 -2.839  0.139
O 1.713 -1.214 -2.285  0.045
N 4.328 -4.952 1.571  -0.347
O 4.674 -5.000 2.728  0.114
O 4.451 -5.834 0.750  0.104
H 3.854 -2.773 3.046  0.146
H 3.510 -4.427 -0.908  0.140
H 2.260 -0.394 -0.119  0.053

Forces on atoms 1 to 3 (eV/Å):
Y -0.53 0.51 0.63
O -0.10 -0.18 -0.15
C 0.16 -0.03 0.43

---

DFT (ωB97M-V with the def2-TZVPD basis set) results for C39H29CsF4N9O4PSe2 as an isolated structure at a distorted geometry.

## Properties
Kohn-Sham gap (spin up / spin down): 0.156 / 0.133 Ha
energy above the lowest of the compared OMol25 structures with the same formula, charge and spin: 1.962 eV
charge: -2
HOMO energy (spin up / spin down): -2.199 / -2.286 eV
LUMO (spin up / spin down): 2.038 / 1.330 eV

Each line ends with the Löwdin charge.
Element x y z (Å)
Cs -0.558 -0.584 0.723  0.974
O -5.627 4.215 0.507  -0.058
C -4.977 3.897 -0.717  -0.256
C -4.961 2.380 -0.963  -0.600
C -6.392 1.834 -1.139  -0.264
O -7.272 1.992 -0.045  -0.062
C -4.237 1.717 0.215  -0.617
Se -4.098 -0.243 0.072  0.273
C -4.244 2.038 -2.275  -0.604
Se -2.661 3.059 -2.754  0.660
H -5.563 5.163 0.643  0.080
H -3.939 4.246 -0.687  0.070
H -5.480 4.399 -1.560  0.122
H -6.308 0.772 -1.397  0.081
H -6.860 2.357 -1.980  0.119
H -6.835 1.626 0.733  0.076
H -4.740 1.942 1.153  0.042
H -3.222 2.116 0.284  0.045
H -4.921 2.118 -3.129  0.052
H -3.910 0.990 -2.205  0.002
C -2.518 -2.693 -4.726  -0.283
P -1.596 -2.146 -3.210  1.024
C 0.085 -2.233 -3.961  -0.385
C 0.496 -1.081 -4.631  -0.132
C 1.731 -1.027 -5.257  -0.111
C 2.580 -2.123 -5.208  -0.095
C 2.181 -3.274 -4.545  -0.081
C 0.937 -3.334 -3.931  -0.084
C -1.690 -3.662 -2.196  -0.396
C -0.707 -3.915 -1.237  -0.131
C -0.822 -4.993 -0.374  -0.069
C -1.933 -5.821 -0.438  -0.081
C -2.932 -5.559 -1.363  -0.088
C -2.814 -4.484 -2.232  -0.098
H -3.592 -2.632 -4.552  0.028
H -2.246 -3.712 -5.006  0.044
H -2.262 -2.014 -5.538  0.030
H -0.161 -0.217 -4.646  0.098
H 2.048 -0.119 -5.756  0.099
H 3.552 -2.077 -5.683  0.099
H 2.843 -4.130 -4.502  0.101
H 0.635 -4.240 -3.423  0.098
H 0.157 -3.265 -1.171  0.095
H -0.060 -5.172 0.372  0.082
H -2.014 -6.669 0.230  0.102
H -3.816 -6.184 -1.393  0.098
H -3.618 -4.282 -2.927  0.091
N 6.299 -0.732 0.202  0.194
C 5.995 -0.947 -1.084  -0.520
O 6.662 -1.653 -1.829  0.036
C 4.759 -0.247 -1.595  -0.124
C 4.836 0.478 -2.774  -0.016
C 3.687 1.039 -3.295  -0.068
C 2.486 0.812 -2.643  -0.155
N 2.382 0.103 -1.525  0.084
C 3.504 -0.389 -0.989  -0.069
H 7.077 -1.231 0.598  0.113
H 5.794 -0.077 0.785  0.082
H 5.793 0.579 -3.272  0.119
H 3.711 1.620 -4.208  0.101
H 1.559 1.223 -3.028  0.107
H 3.394 -0.977 -0.082  0.116
F -0.461 2.882 3.968  0.123
C 0.593 3.278 4.678  -0.150
C 0.359 3.816 5.909  -0.153
F -0.906 3.919 6.309  0.116
C 1.394 4.263 6.770  -0.052
C 2.693 4.111 6.226  -0.155
C 2.925 3.573 4.997  -0.153
F 4.190 3.500 4.574  0.107
C 1.895 3.111 4.145  -0.042
C 2.158 2.540 2.876  -0.157
C 1.144 2.213 1.947  -0.210
N 0.351 1.986 1.140  0.002
C 3.448 2.247 2.413  -0.214
N 4.478 1.973 1.983  0.165
F 3.746 4.523 6.935  0.107
C 1.154 4.814 8.049  -0.173
C 2.178 5.258 8.920  -0.229
N 2.946 5.646 9.688  0.142
C -0.138 4.998 8.599  -0.226
N -1.147 5.194 9.122  0.146
O 1.113 -1.952 1.775  -0.562
N 0.643 -3.051 2.174  -0.105
C 1.454 -4.045 2.487  -0.349
C 0.873 -5.263 2.931  -0.230
N 0.424 -6.262 3.291  0.126
C 2.875 -3.972 2.383  -0.205
N 4.018 -3.875 2.272  0.135

Forces on atoms 1 to 3 (eV/Å):
Cs -2.38 0.81 -1.61
O -0.10 -0.05 0.06
C 0.05 -0.03 -0.33

---

DFT (ωB97M-V with the def2-TZVPD basis set) results for C39H30ClCuN9S as an isolated structure.

## Properties
Kohn-Sham gap (spin up / spin down): 0.201 / 0.200 Ha
multiplicity: 2
HOMO energy (spin up / spin down): -6.106 / -6.106 eV
LUMO (spin up / spin down): -0.643 / -0.668 eV
⟨S²⟩: 0.793

Each line ends with the Löwdin charge.
Element x y z (Å)
Cu -0.194 0.209 0.541  0.254
C -5.801 -4.209 -0.606  -0.065
C -4.727 -3.158 -0.653  -0.300
C -4.626 -2.252 -1.705  -0.060
C -3.683 -1.252 -1.698  -0.027
C -2.736 -1.072 -0.658  -0.223
N -1.895 -0.013 -0.611  0.024
C -1.680 0.804 -1.695  -0.258
C -1.382 0.377 -3.002  -0.028
C -1.060 1.268 -4.009  -0.047
C -1.014 2.644 -3.788  -0.293
C -0.604 3.602 -4.871  -0.058
C -1.293 3.086 -2.502  -0.005
C -1.614 2.196 -1.488  -0.149
N -1.848 2.727 -0.182  -0.076
C -2.656 3.758 0.134  -0.062
C -2.483 4.026 1.471  -0.058
C -1.537 3.079 1.891  -0.140
N -1.156 2.296 0.894  0.058
C -2.828 -2.028 0.394  -0.092
C -3.824 -3.001 0.384  -0.011
N -1.944 -2.058 1.540  -0.054
C -1.787 -3.121 2.368  -0.090
C -0.965 -2.745 3.402  -0.066
C -0.649 -1.412 3.118  -0.146
N -1.234 -1.004 2.000  0.049
H -6.163 -4.437 -1.610  0.071
H -6.663 -3.888 -0.015  0.077
H -5.436 -5.141 -0.172  0.072
H -5.322 -2.313 -2.535  0.109
H -3.678 -0.539 -2.511  0.100
H -1.402 -0.686 -3.210  0.117
H -0.828 0.883 -4.996  0.110
H -0.826 3.198 -5.859  0.075
H 0.470 3.809 -4.838  0.071
H -1.122 4.557 -4.779  0.075
H -1.236 4.144 -2.266  0.123
H -3.293 4.201 -0.613  0.126
H -2.991 4.771 2.058  0.090
H -1.136 2.912 2.879  0.098
H -3.935 -3.655 1.239  0.103
H -2.243 -4.071 2.163  0.114
H -0.641 -3.350 4.229  0.095
H 0.000 -0.732 3.649  0.098
S 4.759 -1.617 -4.908  1.006
N 4.287 -0.168 -4.373  -0.217
C 3.539 -0.381 -3.303  -0.301
C 2.873 0.643 -2.521  -0.083
C 2.956 2.006 -2.809  0.013
C 2.282 2.891 -1.999  -0.028
C 1.531 2.391 -0.936  -0.103
N 1.438 1.101 -0.658  0.104
C 2.108 0.234 -1.427  -0.126
C 2.005 -1.191 -1.059  -0.127
N 1.256 -1.476 0.011  0.116
C 1.150 -2.741 0.387  -0.081
C 1.781 -3.789 -0.284  -0.024
C 2.547 -3.505 -1.392  0.009
C 2.667 -2.177 -1.797  -0.085
C 3.441 -1.754 -2.950  -0.301
N 4.116 -2.553 -3.759  -0.218
H 3.540 2.338 -3.656  0.120
H 2.315 3.957 -2.175  0.112
H 0.971 3.053 -0.285  0.111
H 0.536 -2.929 1.258  0.088
H 1.656 -4.803 0.070  0.110
H 3.052 -4.282 -1.952  0.120
Cl 4.881 0.307 7.890  0.659
C 4.070 0.594 6.383  -0.673
C 2.847 1.258 6.379  -0.110
C 2.202 1.478 5.182  -0.040
C 2.756 1.041 3.953  -0.311
C 2.085 1.239 2.741  0.082
C 4.005 0.374 4.003  -0.036
C 4.653 0.155 5.198  -0.110
H 2.415 1.594 7.311  0.105
H 1.251 1.996 5.177  0.112
H 2.499 0.890 1.806  0.046
H 1.127 1.740 2.703  0.043
H 4.455 0.031 3.080  0.113
H 5.606 -0.355 5.226  0.104

Forces on atoms 1 to 3 (eV/Å):
Cu -0.21 -0.01 0.04
C -0.03 -0.06 -0.02
C 0.04 0.05 0.00

---

DFT (ωB97M-V with the def2-TZVPD basis set) results for C39H30N6O5RuS3 as an isolated structure.

## Properties
Kohn-Sham gap (spin up / spin down): 0.242 / 0.212 Ha
energy above the lowest of the compared OMol25 structures with the same formula, charge and spin: 0.819 eV
multiplicity: 2
charge: +1
HOMO energy (spin up / spin down): -9.897 / -9.911 eV
LUMO (spin up / spin down): -3.310 / -4.136 eV
⟨S²⟩: 0.757

Each line ends with the Löwdin charge.
Element x y z (Å)
Ru 0.014 -0.113 -0.364  1.436
C 1.580 -6.834 0.063  -0.056
O 2.789 -6.093 0.168  -0.050
C 2.728 -4.760 0.061  -0.267
C 3.975 -4.097 0.161  0.012
C 4.015 -2.744 0.049  -0.011
C 2.844 -1.964 -0.160  -0.100
C 2.963 -0.577 -0.466  -0.336
C 4.285 0.138 -0.447  0.017
O 1.991 0.133 -0.834  -0.139
C 1.593 -2.643 -0.220  -0.294
O 0.437 -2.050 -0.353  -0.180
C 1.564 -4.048 -0.131  0.059
H 1.862 -7.876 0.173  0.098
H 1.114 -6.679 -0.911  0.100
H 0.884 -6.557 0.857  0.098
H 4.867 -4.687 0.310  0.125
H 4.975 -2.251 0.094  0.112
H 4.812 -0.024 -1.390  0.110
H 4.926 -0.206 0.361  0.086
H 4.088 1.202 -0.334  0.084
H 0.598 -4.524 -0.198  0.115
S 1.792 0.647 6.408  1.071
C 3.187 1.616 6.573  -0.395
C 3.611 2.109 5.376  -0.162
C 2.790 1.691 4.299  -0.098
C 1.757 0.886 4.704  -0.486
C 0.714 0.286 3.869  -0.159
C 0.833 0.402 2.467  -0.002
N -0.075 -0.065 1.635  0.016
C -1.170 -0.701 2.145  -0.123
C -1.353 -0.907 3.507  -0.114
C -2.524 -1.625 3.938  0.005
C -3.429 -2.092 3.050  0.005
C -3.257 -1.876 1.637  -0.115
C -4.126 -2.337 0.640  0.077
C -3.854 -2.090 -0.695  -0.165
C -2.702 -1.339 -1.009  -0.071
N -1.888 -0.875 -0.087  -0.016
C -2.138 -1.161 1.212  -0.138
C -4.731 -2.566 -1.771  -0.482
C -5.866 -3.323 -1.656  -0.109
C -6.472 -3.606 -2.906  -0.164
C -5.786 -3.061 -3.948  -0.394
S -4.406 -2.206 -3.424  1.062
C -0.377 -0.392 4.377  0.058
H 3.618 1.774 7.547  0.073
H 4.470 2.752 5.266  0.109
H 2.948 2.003 3.277  0.112
H 1.672 0.898 2.009  0.094
H -2.661 -1.790 4.999  0.125
H -4.299 -2.638 3.388  0.124
H -5.009 -2.892 0.928  0.127
H -2.463 -1.080 -2.030  0.088
H -6.267 -3.669 -0.715  0.111
H -7.374 -4.186 -3.023  0.110
H -6.018 -3.117 -4.998  0.073
H -0.500 -0.525 5.445  0.114
N 2.967 6.075 -4.497  0.118
C 2.408 5.383 -3.461  -0.313
C 2.822 4.074 -3.173  -0.022
C 2.249 3.376 -2.132  -0.055
C 1.247 3.965 -1.369  -0.317
C 0.820 5.257 -1.648  -0.065
C 1.399 5.963 -2.679  -0.019
S 0.549 3.067 -0.045  0.641
O 1.640 2.377 0.600  -0.348
O -0.274 3.917 0.761  -0.278
N -0.398 1.835 -0.720  -0.215
C -1.524 2.285 -1.433  -0.439
N -2.365 1.352 -1.871  0.099
C -3.441 1.775 -2.526  -0.114
C -3.688 3.112 -2.773  -0.038
C -2.703 3.989 -2.346  -0.090
N -1.623 3.586 -1.695  0.126
H 3.776 5.714 -4.966  0.098
H 2.765 7.050 -4.618  0.099
H 3.599 3.617 -3.772  0.112
H 2.570 2.368 -1.904  0.093
H 0.043 5.698 -1.040  0.113
H 1.073 6.973 -2.894  0.114
H -4.117 1.004 -2.884  0.098
H -4.575 3.447 -3.287  0.105
H -2.768 5.052 -2.553  0.120

Forces on atoms 1 to 3 (eV/Å):
Ru -0.25 -0.18 -0.46
C -0.01 -0.01 0.00
O 0.02 0.04 0.01

---

DFT (ωB97M-V with the def2-TZVPD basis set) results for a 7-piece molecular cluster, C39H30O25 overall at a distorted geometry.

## Properties
Kohn-Sham gap: 0.230 Ha
SMILES string: O=C1C=C(O)C(=O)C=C1O.O=C1C=C(O)C(=O)C=C1O.O=C1C=C(O)C(=O)C=C1O.O=C1C=C(O)C(=O)C=C1O.O=C1C=C(O)C(=O)C=C1O.O=C1C=C(O)C(=O)C=C1O.CC(C)=O
energy above the lowest of the compared OMol25 structures with the same formula, charge and spin: 5.090 eV
HOMO energy: -8.940 eV
LUMO: -2.671 eV

Each line ends with the Löwdin charge.
Element x y z (Å)
C -1.045 -5.284 -3.778  0.100
C -0.436 -4.044 -3.011  -0.051
C 0.219 -2.986 -3.914  -0.427
O 0.611 -1.967 -3.362  0.092
C 0.570 -3.282 -5.179  0.108
C -0.114 -4.489 -5.992  -0.040
C -0.901 -5.428 -5.207  -0.413
O -1.664 -6.219 -5.758  0.108
O 0.338 -4.953 -7.202  0.145
O -0.531 -3.762 -1.670  0.129
H -1.664 -5.987 -3.282  0.098
H 1.001 -2.620 -5.698  0.039
H 0.916 -4.313 -7.524  0.088
H -0.209 -2.928 -1.545  0.040
C -3.412 -1.626 -1.360  0.128
C -4.050 -3.050 -1.320  -0.113
C -4.352 -3.839 -2.483  -0.442
O -4.894 -4.919 -2.454  0.114
C -3.823 -3.397 -3.723  0.077
C -3.145 -2.027 -3.848  -0.100
C -2.920 -1.154 -2.634  -0.382
O -2.470 -0.033 -2.777  0.110
O -2.514 -1.698 -5.023  0.065
O -4.541 -3.626 -0.171  0.071
H -3.260 -1.065 -0.452  0.098
H -3.851 -3.936 -4.674  0.119
H -2.608 -2.369 -5.750  0.141
H -4.745 -4.587 -0.438  0.147
C 2.489 6.448 1.694  0.088
C 0.985 6.356 1.532  -0.108
C 0.270 5.194 2.106  -0.464
O -0.928 5.129 1.867  0.092
C 1.000 4.358 2.829  0.060
C 2.485 4.396 3.004  -0.056
C 3.275 5.520 2.524  -0.358
O 4.426 5.758 2.936  0.117
O 3.323 3.382 3.523  0.112
O 0.432 7.365 0.661  0.021
H 2.964 7.368 1.213  0.141
H 0.551 3.389 3.078  0.106
H 2.965 2.774 4.107  0.053
H -0.558 7.158 0.880  0.148
C 3.008 -2.996 3.957  0.081
C 3.045 -3.853 2.679  -0.041
C 3.283 -3.186 1.339  -0.411
O 3.209 -3.871 0.261  0.031
C 3.567 -1.836 1.378  0.079
C 3.720 -0.951 2.746  -0.063
C 3.409 -1.636 4.003  -0.492
O 3.491 -1.087 5.029  0.169
O 3.994 0.383 2.679  0.065
O 2.749 -5.241 2.552  0.066
H 2.983 -3.281 4.970  0.103
H 3.638 -1.463 0.300  0.128
H 4.067 0.645 1.634  0.195
H 2.739 -5.602 1.691  0.076
C 1.730 3.816 -0.934  0.107
C 0.494 3.960 -1.790  -0.115
C -0.299 2.858 -2.372  -0.367
O -1.218 3.081 -3.085  0.145
C 0.310 1.504 -2.047  0.162
C 1.565 1.400 -1.121  -0.055
C 2.336 2.536 -0.579  -0.409
O 3.349 2.372 0.046  0.119
O 1.880 0.093 -0.674  0.032
O 0.047 5.244 -2.080  0.083
H 2.358 4.568 -0.565  0.088
H 0.103 0.653 -2.415  0.001
H 1.489 -0.635 -1.142  0.082
H -0.511 4.902 -2.805  0.098
C 0.207 0.367 2.682  0.094
C 0.531 0.507 4.205  -0.090
C 0.093 -0.473 5.173  -0.479
O 0.157 -0.347 6.331  0.167
C -0.236 -1.757 4.585  0.089
C -0.291 -2.042 3.063  -0.150
C -0.191 -0.834 2.187  -0.414
O -0.535 -1.070 1.003  0.071
O -0.463 -3.274 2.616  0.157
O 0.920 1.682 4.752  0.144
H 0.430 1.270 1.881  0.175
H -0.320 -2.702 5.349  0.172
H -0.234 -3.755 3.352  0.069
H 0.960 1.435 5.596  0.038
C -3.325 4.062 -0.411  -0.020
C -3.783 2.876 0.448  -0.462
O -4.871 2.748 0.858  0.107
C -2.637 1.741 0.550  0.037
H -3.521 3.860 -1.510  0.119
H -2.424 4.411 0.015  0.028
H -4.014 4.820 -0.127  0.063
H -2.540 1.299 -0.277  -0.035
H -2.878 1.248 1.376  0.017
H -1.711 2.524 0.915  0.144

Forces on atoms 1 to 3 (eV/Å):
C 3.41 5.81 3.84
C -2.61 -4.26 -2.35
C -0.40 -0.45 4.54

---

- What is the formula in the first record?
  C39H28N10O8Y